Here is a 3-piece molecular cluster, C39H80N3O6 overall at a distorted geometry from OMol25. Energies are from wB97M-V/def2-TZVPD.

```
128
Properties=species:S:1:pos:R:3:mulliken_charge:R:1
C -0.320 3.874 -13.766 -0.89
C -1.598 3.189 -12.981 -0.30
C -1.559 3.432 -11.333 -0.56
C -2.544 2.299 -10.673 -0.52
C -1.730 0.879 -10.500 -0.55
C -0.436 0.965 -9.476 -0.69
C -0.845 1.529 -7.969 -0.35
C -1.067 0.284 -6.896 -0.30
C -0.082 0.603 -5.589 -0.66
C -0.760 0.131 -4.151 -0.15
C 0.402 -0.410 -3.081 -0.61
C 0.660 0.651 -1.848 -0.65
C -0.115 0.218 -0.445 -0.48
C 0.897 0.032 0.834 -0.46
C 0.148 -0.318 2.258 -1.03
C 1.267 -0.070 3.475 0.52
C 1.324 -1.474 4.322 -0.10
N 1.426 -1.247 5.813 -0.39
C 0.279 -0.316 6.256 0.29
N -0.202 -0.569 7.545 -0.05
C -1.300 0.220 8.224 -0.35
O -0.975 0.183 9.689 -0.40
C -1.132 1.528 10.283 -0.27
O -0.526 1.534 11.630 -0.38
C -1.207 2.472 12.537 -0.37
C -1.115 4.051 12.096 -0.20
O -1.926 4.838 13.082 -0.53
N -0.282 0.811 5.405 -0.36
C 0.730 1.230 4.316 -0.34
C 1.893 2.102 5.074 -0.76
C 3.253 2.363 4.197 0.37
O 3.299 2.648 2.879 -0.51
O 4.549 2.215 4.938 -0.30
C 4.487 3.360 5.905 0.58
C 4.676 4.861 5.192 -0.73
O 4.251 3.197 7.227 -0.51
H 0.240 4.701 -13.118 0.25
H 0.402 2.978 -14.056 0.22
H -0.623 4.397 -14.774 0.28
H -2.607 3.675 -13.379 0.26
H -1.593 2.026 -13.219 0.18
H -1.989 4.501 -11.027 0.22
H -0.442 3.359 -10.981 0.29
H -3.408 2.103 -11.470 0.31
H -3.101 2.656 -9.694 0.32
H -1.287 0.624 -11.573 0.19
H -2.430 0.027 -10.105 0.30
H 0.030 -0.121 -9.370 0.37
H 0.425 1.642 -9.928 0.25
H -1.843 2.172 -7.974 0.12
H 0.017 2.275 -7.642 0.28
H -2.188 0.261 -6.556 0.11
H -0.786 -0.756 -7.408 0.30
H 0.940 0.061 -5.824 0.16
H 0.140 1.755 -5.505 0.26
H -1.454 -0.783 -4.400 -0.03
H -1.443 0.957 -3.665 0.34
H 0.091 -1.484 -2.684 0.32
H 1.395 -0.496 -3.732 0.30
H 0.240 1.703 -2.221 0.33
H 1.822 0.759 -1.729 0.33
H -0.762 -0.759 -0.571 0.21
H -0.833 1.123 -0.190 0.26
H 1.611 -0.876 0.568 0.21
H 1.619 0.969 0.981 0.25
H -0.812 0.359 2.447 0.28
H -0.212 -1.430 2.194 0.34
H 2.291 0.074 2.927 0.57
H 2.316 -2.034 3.968 -0.57
H 0.433 -2.208 4.127 0.51
H 2.353 -0.789 6.062 0.35
H 0.234 -1.355 8.116 0.37
H -1.373 1.343 7.900 0.27
H -2.303 -0.376 8.100 0.29
H -0.571 2.371 9.653 0.25
H -2.275 1.751 10.411 0.33
H -0.683 2.400 13.608 0.27
H -2.315 2.118 12.705 0.31
H -0.020 4.455 12.199 0.21
H -1.616 4.242 11.056 0.27
H -2.173 5.731 12.687 0.32
H -0.332 1.682 6.013 0.41
H 0.116 1.979 3.618 0.40
H 1.426 3.179 5.288 0.41
H 2.208 1.687 6.133 0.32
H 3.720 5.105 4.530 0.25
H 5.589 4.712 4.438 0.31
H 4.875 5.678 6.006 0.31
C -8.300 -1.079 -3.668 -1.18
C -7.334 -1.648 -2.640 -0.39
C -6.122 -0.750 -2.384 -0.74
C -5.213 -0.511 -3.595 -0.44
C -4.635 -1.771 -4.241 -0.31
C -3.735 -2.568 -3.309 -0.98
H -7.832 -0.978 -4.651 0.28
H -9.164 -1.741 -3.779 0.38
H -8.666 -0.095 -3.356 0.29
H -7.012 -2.647 -2.953 0.23
H -7.872 -1.782 -1.694 0.37
H -5.533 -1.180 -1.566 0.29
H -6.474 0.224 -2.020 0.38
H -4.385 0.139 -3.281 0.21
H -5.763 0.053 -4.358 0.33
H -4.046 -1.473 -5.118 0.22
H -5.437 -2.415 -4.615 0.35
H -2.899 -1.955 -2.953 -0.01
H -3.318 -3.433 -3.834 0.36
H -4.283 -2.942 -2.439 0.40
C 7.432 -5.588 1.441 -1.19
C 6.927 -5.966 2.825 -0.33
C 5.436 -6.311 2.852 -0.74
C 4.489 -5.172 2.455 -0.84
C 4.610 -3.897 3.291 0.18
C 4.273 -4.105 4.760 -1.20
H 6.944 -4.684 1.065 0.28
H 8.509 -5.393 1.475 0.37
H 7.258 -6.398 0.727 0.30
H 7.146 -5.158 3.530 0.23
H 7.490 -6.840 3.174 0.38
H 5.176 -6.667 3.856 0.29
H 5.256 -7.159 2.178 0.39
H 3.458 -5.543 2.520 0.36
H 4.650 -4.917 1.401 0.35
H 3.921 -3.147 2.881 -0.07
H 5.615 -3.471 3.202 0.26
H 3.255 -4.492 4.876 0.26
H 4.336 -3.154 5.299 0.29
H 4.965 -4.803 5.238 0.42
```

Properties
Strongest force on any atom, eV/A: 9.412
HOMO-LUMO gap, eV: 7.01
HOMO level, eV: -11.1
Net charge: +1
Lowest unoccupied orbital energy, eV: -4.13
Multiplicity: 1



Here is a 4-piece molecular cluster, C39H80N4O5S overall at a distorted geometry from OMol25. Energies are from wB97M-V/def2-TZVPD.

```
129
Properties=species:S:1:pos:R:3:mulliken_charge:R:1
C 1.009 -0.381 4.727 -0.79
C 2.019 0.764 4.864 -0.60
C 2.247 1.656 3.605 -0.97
C 1.656 1.101 2.296 -0.15
C 0.167 1.432 2.172 -1.01
S -0.773 0.394 1.002 0.44
C -2.282 -0.021 1.920 -1.68
C -3.171 1.223 2.049 -0.51
C -4.194 0.977 3.157 -0.88
C -4.911 -0.332 2.992 0.50
O -4.522 -1.335 3.448 -0.52
O -6.044 -0.295 2.286 -0.45
N -0.011 -1.074 0.671 -0.31
C -0.385 -2.229 1.513 0.05
C 0.554 -3.414 1.264 -0.84
C 1.879 -3.184 2.002 -1.22
H -0.018 -0.027 4.761 0.17
H 1.110 -1.004 5.613 0.53
H 1.187 -1.038 3.884 -0.06
H 2.949 0.375 5.260 0.39
H 1.629 1.418 5.640 0.30
H 3.319 1.713 3.450 0.43
H 1.883 2.662 3.792 0.38
H 1.902 0.046 2.215 0.00
H 2.160 1.608 1.477 0.18
H -0.321 1.472 3.142 0.70
H 0.095 2.442 1.776 0.54
H -1.947 -0.321 2.909 0.95
H -2.820 -0.838 1.457 0.97
H -3.629 1.402 1.080 0.06
H -2.589 2.101 2.319 0.53
H -4.946 1.758 3.195 0.43
H -3.681 0.926 4.109 0.41
H -6.535 -1.085 2.565 0.36
H 0.996 -0.961 0.598 0.46
H -1.374 -2.567 1.227 0.30
H -0.348 -1.993 2.577 0.17
H 0.048 -4.287 1.662 0.18
H 0.687 -3.594 0.200 0.42
H 2.570 -3.979 1.744 0.36
H 2.295 -2.199 1.805 0.29
H 1.674 -3.275 3.064 0.37
C -4.677 1.326 -2.250 -2.06
C -3.207 1.484 -2.739 2.30
C -2.497 2.623 -1.987 -0.52
C -2.813 4.030 -2.488 -0.61
C -2.652 4.106 -4.004 -1.43
C -3.489 3.049 -4.726 1.71
N -3.195 1.675 -4.216 0.47
O -2.054 1.296 -4.677 -0.61
C -4.980 3.402 -4.556 -1.93
C -3.242 3.137 -6.230 -1.79
C -2.515 0.185 -2.331 -1.77
H -5.402 1.430 -3.053 0.43
H -4.860 0.330 -1.844 0.47
H -4.936 2.050 -1.474 0.37
H -1.413 2.481 -2.063 0.41
H -2.735 2.557 -0.921 -0.43
H -3.821 4.329 -2.188 0.29
H -2.134 4.745 -2.015 0.36
H -2.935 5.100 -4.355 0.43
H -1.594 3.982 -4.257 0.38
H -5.616 2.655 -5.035 0.38
H -5.191 4.362 -5.028 0.43
H -5.295 3.500 -3.518 0.39
H -2.189 3.029 -6.486 0.37
H -3.566 4.108 -6.604 0.42
H -3.804 2.369 -6.764 0.44
H -2.915 -0.674 -2.872 0.53
H -2.666 0.006 -1.264 0.22
H -1.438 0.217 -2.498 0.39
C 1.921 8.258 0.202 -1.65
C 2.773 7.139 0.869 1.92
C 4.261 7.292 0.512 -1.46
C 4.657 6.772 -0.866 -0.48
C 4.125 5.360 -1.080 -1.33
C 2.614 5.273 -0.860 2.17
N 2.219 5.801 0.487 0.37
O 2.547 4.940 1.390 -0.52
C 1.908 6.046 -1.991 -2.03
C 2.156 3.833 -1.038 -2.01
C 2.652 7.395 2.371 -2.03
H 1.134 7.865 -0.438 0.31
H 1.396 8.857 0.945 0.49
H 2.529 8.937 -0.398 0.33
H 4.863 6.757 1.254 0.40
H 4.545 8.342 0.595 0.41
H 4.299 7.445 -1.649 0.28
H 5.745 6.764 -0.951 0.43
H 4.367 5.025 -2.091 0.40
H 4.642 4.675 -0.399 0.32
H 0.824 6.032 -1.858 0.30
H 2.127 5.580 -2.952 0.44
H 2.225 7.083 -2.078 0.44
H 2.679 3.144 -0.373 0.23
H 2.348 3.495 -2.055 0.49
H 1.081 3.741 -0.854 0.47
H 1.629 7.242 2.720 0.47
H 2.931 8.427 2.587 0.48
H 3.311 6.757 2.958 0.36
C -0.594 -9.665 -0.306 -1.79
C -0.110 -8.255 0.142 1.99
C 0.080 -7.326 -1.068 -1.14
C 1.380 -7.522 -1.843 -0.51
C 2.573 -7.535 -0.892 -1.09
C 2.416 -8.576 0.216 1.69
N 1.132 -8.395 0.961 0.39
O 1.245 -7.374 1.737 -0.56
C 2.506 -9.980 -0.413 -1.90
C 3.611 -8.502 1.165 -1.76
C -1.270 -7.685 0.960 -1.64
H 0.074 -10.460 0.014 0.34
H -1.556 -9.918 0.139 0.50
H -0.703 -9.739 -1.390 0.34
H 0.052 -6.284 -0.727 0.08
H -0.766 -7.441 -1.749 0.41
H 1.343 -8.441 -2.431 0.30
H 1.500 -6.709 -2.563 0.43
H 3.489 -7.732 -1.453 0.43
H 2.693 -6.537 -0.454 0.15
H 2.371 -10.756 0.342 0.38
H 3.490 -10.125 -0.859 0.43
H 1.784 -10.153 -1.209 0.40
H 3.743 -7.508 1.591 0.30
H 4.527 -8.746 0.628 0.42
H 3.504 -9.215 1.984 0.45
H -1.427 -8.254 1.877 0.49
H -2.186 -7.732 0.371 0.48
H -1.115 -6.639 1.229 0.05
```

Properties
Strongest force on any atom, eV/A: 3.660
HOMO-LUMO gap (spin up / spin down), eV: 7.91 / 8.78
HOMO level (spin up / spin down), eV: -10.1 / -11.0
Net charge: +1
Lowest unoccupied orbital energy (spin up / spin down), eV: -2.23 / -2.23
Multiplicity: 4
<S²>: 3.762



Here is a 13-piece molecular cluster, C39H83N5O13 overall at a distorted geometry from OMol25. Energies are from wB97M-V/def2-TZVPD.

```
140
Properties=species:S:1:pos:R:3:mulliken_charge:R:1
C 6.480 2.976 1.677 -1.27
C 5.065 2.554 1.673 0.51
O 4.696 1.693 0.891 -0.31
N 4.245 3.094 2.570 -0.08
C 2.897 2.671 2.719 -0.22
H 6.720 3.702 2.463 0.40
H 6.707 3.454 0.710 0.28
H 7.147 2.145 1.819 0.28
H 4.579 3.854 3.094 0.23
H 2.814 1.609 3.117 0.14
H 2.403 2.731 1.770 -0.22
H 2.336 3.342 3.399 0.35
C -5.461 -2.669 3.961 -0.86
C -5.309 -1.239 3.527 0.71
O -4.892 -0.397 4.290 -0.61
N -5.745 -0.958 2.273 -0.05
C -5.410 0.328 1.646 -0.57
H -4.490 -3.069 4.336 0.19
H -5.790 -3.353 3.138 0.23
H -6.103 -2.827 4.886 0.27
H -6.090 -1.708 1.661 0.17
H -4.390 0.237 1.208 0.01
H -5.442 1.169 2.337 0.28
H -6.142 0.533 0.870 0.32
C 2.634 4.306 -0.784 -0.65
C 2.764 3.602 -2.130 0.76
O 2.059 3.833 -3.124 -0.72
N 3.803 2.706 -2.209 -0.23
C 3.854 1.668 -3.291 -0.90
H 1.751 3.964 -0.163 -0.07
H 2.460 5.360 -1.013 0.40
H 3.599 4.331 -0.197 0.23
H 4.158 2.415 -1.327 0.22
H 2.866 1.073 -3.275 0.17
H 4.733 1.071 -3.105 0.39
H 3.875 2.131 -4.214 0.33
C -1.595 6.571 -2.290 -0.95
C -1.859 5.391 -3.138 0.73
O -3.006 5.064 -3.523 -0.71
N -0.857 4.579 -3.434 0.08
C -1.177 3.400 -4.185 -0.86
H -2.039 7.477 -2.783 0.29
H -0.587 6.626 -1.923 0.26
H -2.316 6.401 -1.476 0.25
H 0.082 4.733 -3.170 0.15
H -1.600 2.602 -3.535 0.11
H -0.249 2.977 -4.597 0.31
H -1.853 3.578 -4.976 0.40
C -1.789 0.833 0.839 -0.40
C -0.358 1.094 0.412 -0.24
O -0.023 2.269 0.219 -0.53
N 0.349 -0.054 0.161 1.19
C 1.736 0.057 -0.305 -1.22
H -2.409 1.165 -0.010 -0.33
H -2.029 1.547 1.611 0.26
H -2.138 -0.170 1.033 0.27
H 0.156 -0.911 0.660 0.13
H 2.369 0.511 0.480 0.31
H 1.729 0.681 -1.181 0.34
H 2.132 -0.913 -0.593 0.20
C -4.250 -3.491 -1.374 -0.84
C -5.620 -3.487 -0.811 0.64
O -6.183 -2.526 -0.273 -0.66
C -6.269 -4.922 -0.770 -1.19
H -4.393 -3.362 -2.443 0.35
H -3.821 -4.460 -1.305 0.43
H -3.611 -2.741 -0.966 0.18
H -5.773 -5.360 0.125 0.31
H -5.931 -5.500 -1.621 0.37
H -7.340 -4.899 -0.517 0.34
C -4.773 1.629 -2.360 -0.29
C -5.238 2.944 -1.848 0.85
O -4.848 3.304 -0.750 -0.57
C -6.147 3.816 -2.710 -1.14
H -5.489 0.844 -2.221 0.41
H -3.952 1.389 -1.721 -0.47
H -4.463 1.656 -3.410 0.36
H -6.857 3.227 -3.275 0.36
H -5.402 4.273 -3.396 0.26
H -6.554 4.624 -2.097 0.31
C 1.228 -5.329 0.254 -1.22
C 1.307 -3.922 0.936 0.53
O 1.068 -2.895 0.317 -0.18
C 1.606 -3.943 2.420 -1.06
H 0.905 -5.285 -0.832 0.13
H 0.621 -5.938 0.952 0.40
H 2.223 -5.697 0.395 0.44
H 0.651 -3.914 2.987 0.16
H 2.279 -3.101 2.621 0.27
H 2.031 -4.936 2.761 0.41
C 5.932 -1.014 -0.673 -0.75
C 5.863 -2.473 -0.253 1.03
O 4.794 -3.056 -0.364 -0.57
C 7.128 -2.989 0.326 -1.47
H 6.714 -0.877 -1.370 0.53
H 6.184 -0.428 0.200 0.27
H 4.942 -0.784 -1.132 -0.10
H 7.865 -3.278 -0.475 0.27
H 6.954 -3.920 0.875 0.35
H 7.667 -2.291 0.970 0.38
C -3.852 2.638 5.557 -0.81
C -2.691 3.325 4.955 0.88
O -1.739 2.694 4.448 -0.49
C -2.577 4.792 4.944 -1.29
H -3.997 2.823 6.601 0.38
H -3.827 1.539 5.409 -0.03
H -4.815 2.945 5.164 0.35
H -1.910 5.160 4.136 0.31
H -2.196 5.111 5.896 0.31
H -3.492 5.327 4.794 0.41
C 0.149 -0.088 3.702 -0.70
C -0.963 -1.067 4.060 0.69
O -1.173 -2.065 3.411 -0.57
C -1.821 -0.912 5.300 -0.61
H 0.820 -0.074 4.550 0.72
H -0.187 0.930 3.635 0.26
H 0.640 -0.432 2.736 -0.15
H -2.230 -1.900 5.565 0.27
H -2.627 -0.255 5.083 -0.40
H -1.297 -0.479 6.094 0.51
C -0.759 -2.161 -2.244 0.00
C -0.568 -3.389 -3.067 0.48
O -1.388 -4.296 -3.069 -0.61
C 0.783 -3.513 -3.816 -0.92
H -1.475 -1.468 -2.787 0.44
H 0.126 -1.536 -2.080 -0.17
H -1.161 -2.411 -1.320 -0.07
H 0.793 -4.530 -4.242 0.36
H 1.584 -3.234 -3.073 0.05
H 0.798 -2.818 -4.684 0.43
C 4.757 -3.892 -3.600 -0.27
C 6.136 -4.183 -3.816 0.49
O 6.993 -3.631 -3.150 -0.53
C 6.598 -4.967 -5.110 -1.15
H 4.537 -3.034 -4.208 0.29
H 4.658 -3.523 -2.585 -0.13
H 4.011 -4.702 -3.685 0.40
H 6.314 -4.368 -5.937 0.32
H 6.211 -6.005 -5.189 0.33
H 7.735 -5.070 -5.048 0.29
```

Properties
Strongest force on any atom, eV/A: 3.787
Energy relative to the best compared isomer or geometry (same formula, charge and spin), kJ/mol: 124.8
HOMO-LUMO gap, eV: 9.24
HOMO level, eV: -8.8
Net charge: 0
Lowest unoccupied orbital energy, eV: 0.44
Multiplicity: 1